(w)
Computed, not measured: a 12-piece molecular cluster, C22H68O22 overall, with wB97M-V/def2-TZVPD.

## Properties
E_HOMO: -0.3658 Eh
Orbital gap: 9.9781 eV
Charge: 0
SMILES: OCCO.OCCO.OCCO.OCCO.OCCO.OCCO.OCCO.OCCO.OCCO.OCCO.CO.CO

Each line ends with the Mulliken charge.
Positions of all 112 atoms, in Å:
O  0.44  2.37  7.78  -0.50
C  1.82  2.24  7.86  -0.29
C  2.50  3.49  7.28  -0.48
O  3.91  3.34  7.21  -0.49
H  0.06  1.81  8.46  0.30
H  2.19  2.12  8.88  0.30
H  2.06  1.32  7.33  0.26
H  2.19  4.37  7.85  0.28
H  2.08  3.62  6.28  0.30
H  4.06  3.43  8.15  0.32
O  5.62  -7.61  -1.54  -0.52
C  6.29  -6.59  -2.32  -0.40
C  5.34  -5.55  -2.90  -0.30
O  4.47  -6.00  -4.01  -0.53
H  5.87  -8.47  -1.88  0.31
H  7.10  -6.22  -1.69  0.28
H  6.73  -7.05  -3.20  0.29
H  5.94  -4.68  -3.16  0.28
H  4.66  -5.23  -2.12  0.28
H  3.68  -5.47  -4.08  0.31
O  -7.26  5.31  -3.05  -0.51
C  -6.22  4.38  -3.11  -0.52
C  -5.70  4.22  -4.50  -0.18
O  -6.63  3.46  -5.27  -0.51
H  -6.88  6.18  -3.15  0.30
H  -5.45  4.79  -2.45  0.30
H  -6.48  3.46  -2.58  0.30
H  -4.72  3.74  -4.45  0.29
H  -5.53  5.18  -5.00  0.22
H  -6.17  2.86  -5.85  0.31
O  -2.91  5.14  3.79  -0.52
C  -3.39  6.49  3.83  -0.35
C  -2.68  7.25  4.94  -0.39
O  -2.79  6.65  6.23  -0.52
H  -3.58  4.48  3.95  0.30
H  -3.14  6.96  2.88  0.25
H  -4.46  6.57  3.98  0.29
H  -2.93  8.31  4.88  0.35
H  -1.64  7.18  4.62  0.27
H  -2.61  5.71  6.07  0.32
O  2.82  -7.93  5.39  -0.50
C  2.13  -7.73  4.21  -0.47
C  2.27  -6.27  3.72  -0.28
O  1.46  -5.37  4.46  -0.54
H  2.28  -7.52  6.07  0.32
H  2.65  -8.34  3.46  0.30
H  1.07  -8.01  4.20  0.30
H  1.81  -6.29  2.74  0.28
H  3.27  -5.85  3.64  0.29
H  1.30  -4.59  3.93  0.30
O  0.24  8.51  -2.14  -0.49
C  0.83  7.20  -2.18  -0.45
C  2.22  7.18  -1.45  -0.24
O  3.08  8.25  -1.88  -0.54
H  0.51  8.93  -2.96  0.31
H  0.18  6.52  -1.63  0.28
H  0.87  6.76  -3.17  0.28
H  2.80  6.27  -1.56  0.32
H  2.05  7.32  -0.39  0.24
H  3.92  8.33  -1.42  0.30
O  -4.74  -8.21  0.81  -0.50
C  -4.54  -6.85  1.30  -0.45
C  -5.85  -6.08  1.61  -0.35
O  -6.48  -5.61  0.44  -0.51
H  -5.51  -8.05  0.27  0.32
H  -4.01  -7.00  2.24  0.28
H  -3.83  -6.38  0.62  0.30
H  -5.53  -5.15  2.08  0.29
H  -6.49  -6.66  2.28  0.32
H  -7.18  -4.99  0.67  0.31
O  4.73  1.03  -6.13  -0.51
C  3.61  1.04  -7.03  -0.42
C  2.55  1.97  -6.51  -0.31
O  1.86  1.52  -5.34  -0.50
H  5.41  1.55  -6.57  0.31
H  4.01  1.43  -7.97  0.33
H  3.34  0.00  -7.22  0.24
H  1.84  2.05  -7.33  0.32
H  3.04  2.92  -6.31  0.24
H  2.54  1.47  -4.67  0.30
O  8.23  -1.04  -0.11  -0.52
C  7.53  -0.49  1.06  -0.30
C  6.05  -0.39  0.82  -0.45
O  5.67  0.26  -0.36  -0.49
H  9.08  -1.30  0.23  0.29
H  7.68  -1.16  1.91  0.29
H  7.86  0.46  1.47  0.29
H  5.61  0.09  1.69  0.31
H  5.65  -1.40  0.88  0.25
H  6.18  -0.10  -1.09  0.32
O  -1.48  -2.67  -6.12  -0.51
C  -2.88  -2.79  -6.16  -0.38
C  -3.31  -2.49  -7.64  -0.33
O  -3.19  -1.08  -7.80  -0.51
H  -1.26  -1.73  -6.14  0.30
H  -3.00  -3.84  -5.87  0.29
H  -3.36  -2.19  -5.39  0.29
H  -4.35  -2.77  -7.76  0.25
H  -2.73  -3.03  -8.38  0.30
H  -2.64  -0.94  -8.57  0.31
C  -1.16  -0.26  0.72  -0.49
O  -0.39  -0.02  1.87  -0.48
H  -0.45  -0.86  0.15  0.19
H  -2.11  -0.77  0.88  0.22
H  -1.39  0.69  0.24  0.25
H  -0.72  0.82  2.19  0.30
C  -6.11  -0.38  5.48  -0.52
O  -6.30  0.27  4.24  -0.49
H  -7.02  -0.64  6.02  0.26
H  -5.46  -1.25  5.40  0.24
H  -5.64  0.34  6.14  0.21
H  -6.99  -0.22  3.80  0.30

(x)
Computed, not measured: a 12-piece molecular cluster, C22H68O22 overall, with wB97M-V/def2-TZVPD.

## Properties
E_HOMO: -0.3645 Eh
Orbital gap: 9.9214 eV
Charge: 0
SMILES: OCCO.OCCO.OCCO.OCCO.OCCO.OCCO.OCCO.OCCO.OCCO.OCCO.CO.CO

Each line ends with the Mulliken charge.
Positions of all 112 atoms, in Å:
O  -11.36  13.88  -34.81  -0.53
C  -12.01  13.06  -33.95  -0.29
C  -13.53  12.93  -34.25  -0.37
O  -14.14  14.18  -33.98  -0.53
H  -11.79  14.74  -34.89  0.31
H  -11.47  12.13  -34.06  0.29
H  -11.90  13.45  -32.94  0.23
H  -14.05  12.22  -33.60  0.38
H  -13.78  12.91  -35.31  0.21
H  -14.85  14.07  -33.36  0.30
O  -3.64  16.11  -27.86  -0.49
C  -4.94  16.20  -28.47  -0.40
C  -5.08  14.80  -29.24  -0.32
O  -6.26  14.84  -30.04  -0.51
H  -3.84  16.02  -26.92  0.31
H  -5.89  16.29  -27.95  0.29
H  -4.93  16.99  -29.22  0.26
H  -5.11  13.95  -28.55  0.24
H  -4.19  14.56  -29.82  0.32
H  -6.12  14.25  -30.78  0.31
O  -5.11  9.91  -21.43  -0.55
C  -4.38  9.71  -20.19  -0.36
C  -3.25  10.81  -20.18  -0.34
O  -3.96  12.08  -20.15  -0.54
H  -5.62  9.12  -21.60  0.29
H  -5.06  9.79  -19.35  0.29
H  -3.88  8.74  -20.19  0.34
H  -2.75  10.96  -21.14  0.23
H  -2.55  10.68  -19.36  0.31
H  -4.71  11.90  -20.72  0.33
O  0.25  11.12  -27.48  -0.53
C  -0.84  10.71  -26.69  -0.51
C  -1.86  9.98  -27.57  -0.25
O  -1.26  8.74  -27.99  -0.53
H  0.95  11.59  -27.02  0.30
H  -0.54  10.17  -25.80  0.34
H  -1.38  11.58  -26.31  0.33
H  -2.04  10.63  -28.43  0.22
H  -2.80  9.85  -27.03  0.31
H  -0.31  8.85  -28.05  0.32
O  -7.89  -1.54  -22.43  -0.55
C  -7.78  -1.74  -23.83  -0.47
C  -7.99  -0.43  -24.63  -0.27
O  -6.84  0.30  -24.58  -0.48
H  -7.09  -1.13  -22.09  0.31
H  -6.78  -2.17  -23.96  0.30
H  -8.51  -2.53  -24.04  0.31
H  -8.78  0.17  -24.18  0.28
H  -8.17  -0.78  -25.65  0.26
H  -7.07  1.19  -24.86  0.30
O  -0.55  2.65  -23.93  -0.51
C  -1.19  3.34  -24.98  -0.43
C  -2.24  4.40  -24.42  -0.39
O  -3.23  4.80  -25.30  -0.46
H  -0.11  1.86  -24.27  0.31
H  -0.55  3.78  -25.74  0.30
H  -1.82  2.64  -25.52  0.31
H  -1.62  5.22  -24.04  0.25
H  -2.78  3.98  -23.58  0.31
H  -2.65  4.93  -26.05  0.30
O  -14.73  5.93  -32.76  -0.52
C  -15.66  4.90  -33.16  -0.32
C  -15.65  4.33  -34.58  -0.37
O  -14.80  3.11  -34.78  -0.54
H  -14.99  6.33  -31.92  0.30
H  -15.59  4.07  -32.46  0.29
H  -16.65  5.33  -33.00  0.30
H  -15.22  5.00  -35.32  0.29
H  -16.66  4.02  -34.84  0.28
H  -13.92  3.46  -34.90  0.30
O  -9.94  3.26  -39.67  -0.52
C  -10.12  2.10  -38.82  -0.39
C  -9.47  2.12  -37.45  -0.34
O  -10.00  3.03  -36.51  -0.48
H  -9.62  2.96  -40.52  0.31
H  -11.19  2.10  -38.60  0.21
H  -9.87  1.23  -39.44  0.38
H  -8.43  2.33  -37.70  0.28
H  -9.56  1.11  -37.07  0.24
H  -9.28  3.62  -36.32  0.32
O  -8.56  7.31  -27.10  -0.49
C  -8.84  7.89  -28.32  -0.38
C  -9.54  6.92  -29.34  -0.35
O  -8.59  5.99  -29.94  -0.53
H  -7.71  6.87  -27.14  0.29
H  -9.69  8.57  -28.21  0.30
H  -8.01  8.36  -28.86  0.31
H  -9.99  7.57  -30.09  0.26
H  -10.27  6.26  -28.87  0.28
H  -8.95  5.10  -29.94  0.31
O  -4.42  5.47  -34.91  -0.49
C  -3.02  5.55  -34.77  -0.22
C  -2.43  5.08  -36.09  -0.54
O  -2.68  5.98  -37.19  -0.53
H  -4.78  5.46  -34.02  0.28
H  -2.71  6.58  -34.58  0.25
H  -2.60  4.89  -34.01  0.30
H  -2.77  4.09  -36.39  0.32
H  -1.34  4.99  -35.99  0.33
H  -3.61  6.01  -37.41  0.31
C  -15.32  10.37  -27.68  -0.50
O  -15.86  9.21  -28.26  -0.49
H  -14.86  10.98  -28.45  0.22
H  -16.01  11.11  -27.26  0.26
H  -14.63  10.11  -26.88  0.22
H  -16.33  8.70  -27.60  0.29
C  -12.69  6.13  -24.66  -0.59
O  -11.65  5.22  -24.48  -0.48
H  -12.94  6.17  -25.72  0.23
H  -13.58  5.88  -24.09  0.27
H  -12.53  7.11  -24.23  0.26
H  -10.88  5.73  -24.73  0.31

Name the most stable of them. (w).

(w)
Computed, not measured: C12H20Br6O5 as an isolated structure, with wB97M-V/def2-TZVPD.

## Properties
E_HOMO: -0.3527 Eh
Orbital gap: 8.9361 eV
Charge: 0

Each line ends with the Mulliken charge.
Positions of all 43 atoms, in Å:
C  -4.74  3.70  1.70  -1.36
C  -4.76  2.25  2.17  0.56
C  -4.02  1.18  1.38  -0.39
O  -2.99  0.78  2.29  -0.21
C  -3.11  1.38  3.51  0.57
O  -2.40  1.22  4.44  -0.52
O  -4.14  2.23  3.44  -0.39
H  -3.73  3.99  1.40  0.32
H  -5.04  4.47  2.41  0.35
H  -5.37  3.88  0.83  0.36
H  -5.76  1.82  2.23  0.25
H  -3.45  1.45  0.49  0.17
H  -4.60  0.28  1.17  0.27
C  3.58  -3.65  -4.01  -1.05
C  2.28  -3.30  -4.70  0.68
O  1.90  -4.06  -5.56  -0.56
C  1.61  -1.99  -4.36  -0.65
H  4.23  -2.78  -3.98  0.31
H  3.98  -4.55  -4.49  0.35
H  3.50  -4.12  -3.03  0.27
H  0.65  -1.90  -4.85  0.27
H  2.37  -1.27  -4.65  0.34
H  1.45  -1.93  -3.29  0.07
C  3.24  -1.14  2.52  -0.92
C  3.63  -0.74  3.95  0.80
O  4.07  -1.54  4.73  -0.56
C  3.51  0.72  4.27  -1.04
H  4.13  -1.71  2.22  0.38
H  3.25  -0.28  1.85  0.30
H  2.35  -1.74  2.51  0.18
H  2.48  1.05  4.36  0.25
H  3.97  1.36  3.51  0.31
H  4.07  0.84  5.20  0.33
C  -1.41  1.38  -3.95  0.18
Br  -3.06  0.43  -4.08  0.01
Br  -1.56  3.33  -4.03  -0.04
Br  -0.12  0.68  -5.26  -0.01
H  -0.97  1.25  -2.97  -0.14
C  0.30  -0.50  0.09  -0.39
Br  -1.53  -0.37  -0.62  -0.05
Br  1.00  -2.31  -0.33  -0.08
Br  0.37  -0.06  1.97  -0.03
H  0.82  0.27  -0.46  0.51

(x)
Computed, not measured: C12H20Br6O5 as an isolated structure, with wB97M-V/def2-TZVPD.

## Properties
E_HOMO: -0.3516 Eh
Orbital gap: 8.9389 eV
Charge: 0

Each line ends with the Mulliken charge.
Positions of all 43 atoms, in Å:
C  2.66  2.93  1.96  -1.42
C  3.70  3.34  2.96  0.43
C  3.24  3.33  4.42  -0.38
O  4.18  2.55  5.11  -0.33
C  5.03  1.96  4.23  0.71
O  5.97  1.25  4.54  -0.59
O  4.72  2.33  3.04  -0.36
H  2.11  2.02  2.21  0.34
H  3.09  2.84  0.96  0.35
H  1.90  3.70  1.83  0.39
H  4.25  4.23  2.63  0.27
H  2.24  2.90  4.52  0.31
H  3.23  4.39  4.70  0.29
C  0.09  -3.95  -6.37  -1.06
C  -0.45  -2.72  -6.95  0.76
O  -0.94  -1.86  -6.25  -0.54
C  -0.28  -2.37  -8.36  -0.94
H  -0.39  -4.80  -6.86  0.30
H  -0.07  -3.99  -5.29  0.30
H  1.17  -4.08  -6.51  0.31
H  -0.16  -3.32  -8.89  0.31
H  0.65  -1.82  -8.51  0.26
H  -1.17  -1.89  -8.75  0.30
C  -3.61  1.06  -1.73  -0.98
C  -4.78  1.89  -1.17  0.83
O  -4.51  2.92  -0.58  -0.56
C  -6.14  1.47  -1.28  -1.03
H  -3.62  1.10  -2.82  0.28
H  -3.77  0.02  -1.46  0.29
H  -2.68  1.47  -1.33  0.27
H  -6.55  1.74  -2.25  0.28
H  -6.71  2.11  -0.59  0.31
H  -6.28  0.42  -1.05  0.32
C  0.09  -1.10  7.88  -0.30
Br  -0.48  0.62  8.60  0.00
Br  -1.17  -2.57  8.36  -0.02
Br  1.95  -1.50  8.47  -0.01
H  0.08  -1.00  6.79  0.33
C  0.72  -3.29  0.73  -0.33
Br  1.22  -2.01  -0.64  0.00
Br  -1.31  -3.25  1.07  -0.04
Br  1.84  -2.76  2.28  -0.01
H  0.95  -4.28  0.34  0.37

Name the most stable of them. (w).